# CH2N4O2

A 3-piece molecular cluster, CH2N4O2 overall (wB97M-V/def2-TZVPD, the OMol25 dataset).

As for the net charge: 0. For the max |F|, the calculation gives 2.147 eV/Å. As for the energy: -408.6923 Ha. Its spin multiplicity is 1.

Positions of all 9 atoms, in Å:
C 2.236 -0.884 -1.619
N -1.386 -0.172 -0.701
N -0.953 1.312 2.332
N -0.445 0.041 -0.014
N -1.573 0.702 1.529
O 1.445 -1.674 -1.322
O 3.050 -0.155 -1.989
H -1.081 -0.839 -1.444
H -1.293 1.669 3.228

Cartesian forces (eV/Å) of the 6 atoms listed first:
C 0.071 -0.478 -0.415
N 0.497 -0.964 -0.532
N 1.097 -0.623 -1.514
N -0.584 0.456 0.602
N 0.191 1.127 1.818
O -0.283 -0.150 0.223